Density functional theory data (the ωB97M-V functional and the def2-TZVPD basis) for one molecule with the formula C20H27N5O4.

Results
Max |F| (Eh/bohr): 0.0051
HOMO (eV): -7.99
2S+1: 1
LUMO (eV): 0.562
Electronic energy (a.u.): -1353.039214
SMILES: Cc1c/c(=N\[C@H]2CC[C@@]3(CC2)CN(C(=O)c2conc2C)CCO3)[nH]c(CO)n1
Net charge: 0
Relative energy (zero: lowest compared OMol25 entry of this formula, charge and spin) (kJ/mol): 118.3

```
56
Properties=species:S:1:pos:R:3:forces:R:3
C -3.4399 4.6403 -3.6158 0.01 0.00 0.00
C -3.7167 3.3489 -2.9130 0.02 -0.05 -0.04
C -2.7177 2.5308 -2.5003 -0.02 0.02 0.00
C -3.0083 1.2679 -1.8437 0.02 -0.08 -0.15
N -2.3125 0.2941 -1.4168 -0.02 0.07 0.25
C -0.8668 0.1885 -1.3455 0.02 -0.01 -0.22
C -0.0519 1.4710 -1.1432 0.00 0.00 0.10
C 1.4339 1.1785 -0.9273 0.00 0.00 0.00
C 1.6910 0.2105 0.2146 0.00 0.01 0.01
C 0.9115 -1.0787 -0.0445 0.00 0.00 -0.01
C -0.5736 -0.7968 -0.2099 0.00 0.00 0.00
C 3.1861 -0.0524 0.3671 0.00 0.00 0.00
N 3.4636 -0.7905 1.5925 0.00 0.00 -0.02
C 3.8519 -2.0941 1.5064 0.01 0.02 0.03
O 3.9431 -2.6830 0.4401 0.00 0.00 0.00
C 4.2165 -2.8070 2.7580 -0.01 -0.02 -0.02
C 4.9469 -2.4171 3.8266 0.00 0.00 0.00
O 5.1505 -3.4381 4.6556 0.00 0.01 0.01
N 4.5329 -4.5681 4.1302 0.00 -0.01 -0.01
C 3.9959 -4.2016 3.0035 0.00 0.01 0.01
C 3.2603 -5.1797 2.1560 -0.01 0.00 0.01
C 2.9527 -0.1208 2.7792 0.00 -0.01 0.01
C 1.4717 0.1810 2.5966 0.00 0.01 0.00
O 1.2269 0.8856 1.3983 0.00 0.00 0.00
N -4.4022 1.0917 -1.7026 0.02 -0.12 -0.09
C -5.3214 1.9557 -2.1421 -0.11 0.15 0.05
C -6.7664 1.6416 -1.8416 -0.02 0.02 0.01
O -6.9270 0.3101 -1.3864 0.04 -0.05 0.03
N -5.0578 3.0715 -2.7429 0.02 0.03 0.05
H -2.3726 4.8139 -3.7384 0.00 0.00 0.00
H -3.9195 4.6348 -4.5955 0.00 0.00 0.00
H -3.8758 5.4651 -3.0505 0.00 0.00 0.00
H -1.6996 2.8120 -2.6980 0.00 0.00 0.00
H -0.5187 -0.2797 -2.2802 0.00 0.00 0.00
H -0.1227 2.1230 -2.0103 0.00 0.00 0.00
H -0.4499 2.0180 -0.2841 0.00 0.00 0.00
H 1.8604 0.7456 -1.8383 0.00 0.00 0.00
H 1.9686 2.1108 -0.7292 0.00 0.00 0.00
H 1.3188 -1.5296 -0.9546 0.00 0.00 0.00
H 1.0832 -1.8108 0.7472 0.00 0.00 0.00
H -0.9822 -0.3749 0.7129 0.00 0.00 0.00
H -1.1219 -1.7189 -0.4067 0.00 0.00 0.00
H 3.5679 -0.6248 -0.4743 0.00 0.00 0.00
H 3.7080 0.9085 0.4223 0.00 0.00 0.00
H 5.3951 -1.4789 4.1108 0.00 0.00 0.00
H 3.7471 -5.2711 1.1869 0.01 -0.01 0.00
H 3.2309 -6.1459 2.6543 0.00 0.00 -0.01
H 2.2412 -4.8373 1.9737 0.00 0.00 0.00
H 3.0883 -0.7450 3.6576 0.00 0.00 0.00
H 3.5036 0.8142 2.9219 0.00 0.00 0.00
H 0.8998 -0.7543 2.6261 0.00 0.00 0.00
H 1.1175 0.8190 3.4067 0.00 0.00 0.00
H -4.7060 0.2107 -1.3085 0.00 0.04 0.07
H -7.0907 2.3303 -1.0561 0.01 0.02 -0.04
H -7.3489 1.8624 -2.7355 0.00 -0.04 -0.01
H -7.5954 -0.1369 -1.9089 0.01 0.01 -0.04
```
Forces are in eV/Å.

***

Density functional theory data (the ωB97M-V functional and the def2-TZVPD basis) for C31H24ClCoIN4O2S as an isolated structure.

Results
Max |F| (Eh/bohr): 0.0076
HOMO (eV): -9.85
2S+1: 1
LUMO (eV): -2.785
Electronic energy (a.u.): -4103.984990
Net charge: +1
Relative energy (zero: lowest compared OMol25 entry of this formula, charge and spin) (kJ/mol): 0.0

```
65
Properties=species:S:1:pos:R:3:forces:R:3
Co 0.2664 -0.2196 0.3173 0.22 -0.01 0.00
C -0.9055 3.7695 1.1697 -0.02 -0.01 0.02
C -0.1403 2.5958 1.0863 -0.05 -0.01 0.08
N -0.5971 1.5046 0.5179 0.06 -0.07 -0.10
C -1.8420 1.4926 -0.0422 0.00 0.09 -0.03
C -2.6758 2.6224 0.0078 -0.01 0.01 0.00
C -2.1675 3.7752 0.6472 0.01 0.01 0.01
C -3.9543 2.5572 -0.5929 0.02 -0.01 0.00
C -4.3201 1.4091 -1.2324 0.00 -0.01 -0.01
C -3.4692 0.2853 -1.3152 -0.01 0.03 -0.05
C -2.2213 0.2931 -0.7231 -0.18 -0.14 0.32
N -1.2388 -0.6694 -0.7185 0.03 0.06 -0.20
C -1.3741 -2.0267 -0.9273 -0.03 -0.11 0.13
C -2.4395 -2.7622 -1.4016 0.02 -0.02 -0.03
C -2.3423 -4.1646 -1.5481 -0.02 0.00 -0.01
C -1.2120 -4.8594 -1.2354 0.00 0.01 0.01
C -0.1002 -4.1520 -0.7207 -0.02 0.03 -0.01
C 1.1151 -4.7575 -0.3376 0.02 -0.02 0.00
C 2.1348 -3.9972 0.1646 0.00 -0.02 0.01
C 1.9429 -2.6170 0.3160 -0.03 0.01 -0.06
N 0.8191 -2.0302 -0.0309 0.04 -0.04 0.13
C -0.2028 -2.7610 -0.5597 0.01 0.04 -0.09
H -0.4884 4.6402 1.6546 0.00 0.00 0.00
H 0.8555 2.5518 1.5054 0.01 0.02 0.00
H -2.7879 4.6608 0.7079 0.00 0.00 0.00
H -4.6134 3.4134 -0.5459 0.00 0.00 0.00
H -5.2914 1.3465 -1.7057 0.00 0.00 0.00
H -3.8169 -0.5595 -1.8818 0.01 -0.01 -0.01
H -3.3746 -2.3036 -1.6662 0.00 0.01 0.01
H -3.2068 -4.6942 -1.9270 0.00 0.00 0.00
H -1.1556 -5.9323 -1.3597 0.00 0.01 0.00
H 1.2271 -5.8295 -0.4438 0.00 0.00 -0.01
H 3.0737 -4.4392 0.4651 0.00 0.01 0.00
H 2.7158 -1.9841 0.7303 0.00 -0.02 0.03
Cl 2.3516 0.4946 6.6776 0.00 -0.01 0.00
C 1.4684 0.0895 5.2428 0.01 0.03 0.00
C 0.2261 -0.4749 5.3377 -0.02 -0.01 -0.01
C -0.5270 -0.8016 4.1933 0.01 0.02 0.02
I -2.4057 -1.6553 4.3814 -0.01 0.00 0.00
C -0.0290 -0.5628 2.9276 0.01 -0.13 -0.04
O -0.6552 -0.8416 1.8091 -0.02 0.10 0.14
C 1.2713 0.0081 2.8449 0.01 0.01 0.04
N 1.7214 0.2127 1.5750 -0.12 0.16 -0.03
C 2.8989 0.7621 1.3789 0.03 -0.08 -0.06
C 3.7240 1.1404 2.4503 0.01 -0.01 0.02
C 3.2976 0.9391 3.7364 0.00 0.02 -0.02
C 2.0355 0.3539 3.9752 0.01 -0.03 0.00
H -0.1911 -0.6704 6.3162 0.00 0.00 0.00
H 3.1969 0.9041 0.3477 -0.02 0.03 0.00
H 4.6855 1.5884 2.2444 0.00 0.00 0.00
H 3.9144 1.2285 4.5765 0.00 -0.01 0.00
O 1.3387 0.4752 -1.1831 -0.04 0.11 0.15
S 0.9526 0.0467 -2.6111 -0.13 -0.09 -0.12
C 2.2741 0.8305 -3.5904 0.01 -0.02 0.04
C 1.6699 2.0184 -4.3433 -0.01 0.01 -0.01
C 0.4848 2.5037 -3.5140 0.02 -0.03 -0.02
C -0.2844 1.2380 -3.1692 0.01 0.04 0.01
H 2.7301 0.0794 -4.2320 -0.01 0.00 0.00
H 2.9952 1.1368 -2.8329 0.02 0.01 -0.01
H 1.3200 1.6937 -5.3249 0.01 0.01 0.00
H 2.4201 2.7913 -4.5030 0.01 0.00 0.01
H -0.1386 3.2134 -4.0562 -0.01 -0.01 -0.01
H 0.8255 2.9871 -2.5958 0.01 0.01 0.00
H -0.7494 0.7864 -4.0497 -0.01 0.01 -0.01
H -1.0350 1.3265 -2.3840 0.13 0.04 -0.20
```
Forces are in eV/Å.

***

Density functional theory data (the ωB97M-V functional and the def2-TZVPD basis) for a 2-piece molecular cluster, CCl2FNO2 overall.

Results
Max |F| (Eh/bohr): 0.0712
HOMO (alpha / beta) (eV): -10.76 / -10.30
2S+1: 1
LUMO (alpha / beta) (eV): -2.827 / -3.406
Electronic energy (a.u.): -1263.377668
Net charge: 0
Relative energy (zero: lowest compared OMol25 entry of this formula, charge and spin) (kJ/mol): 237.3

```
7
Properties=species:S:1:pos:R:3:forces:R:3
C -0.4692 -0.3606 0.0466 1.63 -2.32 -2.32
N 0.2296 0.9793 0.3095 -2.59 -1.14 -1.51
O 0.5119 1.1122 1.4430 1.25 0.71 1.63
O 0.1902 1.7310 -0.6268 0.75 0.17 0.27
F -0.5865 -1.1830 1.0230 -0.35 0.98 0.05
Cl 1.6449 -1.7480 -0.9066 -1.33 1.18 0.60
Cl -1.5210 -0.5309 -1.2887 0.64 0.42 1.28
```
Forces are in eV/Å.

***

Density functional theory data (the ωB97M-V functional and the def2-TZVPD basis) for a 2-piece molecular cluster, CH8N5 overall.

Results
⟨S²⟩: 2.0061
Max |F| (Eh/bohr): 0.1793
HOMO (alpha / beta) (eV): -10.96 / -15.01
2S+1: 3
LUMO (alpha / beta) (eV): -2.760 / -4.264
Electronic energy (a.u.): -316.365261
Net charge: +1
Relative energy (zero: lowest compared OMol25 entry of this formula, charge and spin) (kJ/mol): 0.0

```
14
Properties=species:S:1:pos:R:3:forces:R:3
C -0.0940 1.0074 -0.8868 -0.05 0.14 -0.13
N 0.4888 1.3947 0.2458 0.02 -0.36 0.23
N -0.4321 -0.2593 -1.0371 -0.12 -0.36 -0.01
N -0.3264 1.9021 -1.8508 0.07 0.04 0.07
N 0.2432 -2.5263 2.1959 1.51 -5.59 7.17
N 0.0495 -1.7937 1.2730 -1.15 4.74 -5.70
H 0.7534 2.3452 0.4353 -0.05 -0.01 -0.08
H -0.2864 -0.9497 -0.2847 -0.05 0.46 -0.27
H -0.8913 -0.5694 -1.8766 0.03 0.07 -0.01
H -0.7792 1.6546 -2.7136 0.04 -0.08 0.04
H -0.0065 2.8498 -1.7541 -0.04 0.02 -0.02
H 0.4433 -2.1909 3.1690 -0.26 -0.22 -1.13
H 0.2314 -3.5663 2.1125 -0.01 0.97 -0.09
H 0.6063 0.7019 0.9722 0.08 0.17 -0.06
```
Forces are in eV/Å.